i.
2 unconnected molecules or ions with the total composition CH5N2O, computed with wB97M-V/def2-TZVPD.

Positions of all 9 atoms, in Å:
O 0.15360 -0.44427 0.08013
N -2.46998 0.21808 0.07036
N 1.12425 0.45223 0.10194
C 2.33280 0.06977 0.00399
H 2.55230 -1.02647 -0.12522
H -2.15354 -0.50849 0.68411
H 3.00148 0.92203 0.15178
H -1.60686 0.52938 -0.25891
H -2.93406 -0.21226 -0.70820

Its total charge is -1. The gap between HOMO and LUMO comes out at 0.268 Eh.

Listed below, in e, are the Mulliken charges computed for each atom: O -0.59; N -0.84; N -0.47; C -0.62; H 0.39; H 0.30; H 0.30; H 0.36; H 0.17

ii.
2 unconnected molecules or ions with the total composition CH5N2O, computed with wB97M-V/def2-TZVPD.

Positions of all 9 atoms, in Å:
O 0.73818 0.46782 1.09056
N 0.95804 0.11139 -0.17989
N -1.92799 0.84967 -0.52683
C 2.19787 0.13473 -0.51664
H -1.25256 0.60188 0.24212
H -1.22899 0.81310 -1.38963
H 2.69010 -0.27746 -1.42208
H -2.18668 1.79832 -0.37253
H 3.01711 0.54882 0.03882

Its total charge is -1. The gap between HOMO and LUMO comes out at 0.274 Eh.

Listed below, in e, are the Mulliken charges computed for each atom: O -0.66; N -0.38; N -0.77; C -0.53; H 0.38; H 0.24; H 0.25; H 0.18; H 0.31

How far above the most stable structure does each one sit? In kJ/mol: i 0.0; ii 20.4.

i.
2 unconnected molecules or ions with the total composition C2H3NO2, computed with wB97M-V/def2-TZVPD.

Positions of all 8 atoms, in Å:
O -0.98905 0.02659 0.68399
O -1.77364 -0.06382 -1.42231
N 1.67456 -0.42160 0.09599
C 2.62478 -0.20012 0.66882
C -1.58614 -0.54852 -0.19094
H -1.54184 0.94422 -1.35960
H -2.09422 -1.47378 -0.02469
H 3.41619 -0.10699 1.42824

The gap between HOMO and LUMO comes out at 0.425 Eh.

Listed below, in e, are the Mulliken charges computed for each atom: O -0.47; O -0.44; N -0.29; C 0.04; C 0.21; H 0.35; H 0.36; H 0.25

ii.
C2H3NO2 in the gas phase, computed with wB97M-V/def2-TZVPD.

Positions of all 8 atoms, in Å:
O -1.47851 -1.35962 -0.86342
O -1.42845 -0.65342 1.16253
N -2.18994 -1.39141 0.18416
C -0.39311 -0.58566 -0.85060
C -0.33368 -0.03384 0.55439
H 0.60535 -0.53237 0.97082
H 0.09523 -0.31926 -1.68531
H -0.58594 1.03135 0.74881

The gap between HOMO and LUMO (alpha / beta) comes out at 0.325 / 0.324 Eh.

Listed below, in e, are the Mulliken charges computed for each atom: O -0.11; O -0.25; N -0.04; C -0.45; C -0.03; H 0.17; H 0.50; H 0.22

How far above the most stable structure does each one sit? In kJ/mol: i 0.0; ii 477.6.

i.
C2H3NO2 in the gas phase, computed with wB97M-V/def2-TZVPD.

Positions of all 8 atoms, in Å:
O 1.25830 -0.72639 -1.83189
O -0.55033 0.05400 2.09117
N -0.47493 0.59287 0.98948
C -0.07469 0.27734 -0.22052
C 0.54872 -0.86693 -0.89487
H -0.73941 1.56625 1.18084
H 0.21667 -1.90735 -0.37495
H -0.18434 1.01021 -0.93926

The gap between HOMO and LUMO comes out at 0.341 Eh.

Listed below, in e, are the Mulliken charges computed for each atom: O -0.42; O -0.55; N 0.18; C -0.08; C 0.06; H 0.26; H 0.23; H 0.33

ii.
C2H3NO2 in the gas phase, computed with wB97M-V/def2-TZVPD.

Positions of all 8 atoms, in Å:
O -1.49245 -1.57724 0.86632
O -0.11680 0.23951 1.25978
N -0.77431 -0.72081 0.46427
C 0.53772 0.77467 0.05194
C -0.26634 -0.14891 -0.80803
H -0.02054 -0.73159 -1.76254
H 1.46425 0.35233 0.03373
H 0.66847 1.81204 -0.10545

The gap between HOMO and LUMO (alpha / beta) comes out at 0.342 / 0.342 Eh.

Listed below, in e, are the Mulliken charges computed for each atom: O -0.60; O -0.32; N 0.70; C -0.20; C -0.35; H 0.24; H 0.20; H 0.32

iii.
C2H3NO2 in the gas phase, computed with wB97M-V/def2-TZVPD.

Positions of all 8 atoms, in Å:
O 0.10199 1.34479 1.42515
O 0.56816 -1.45446 1.27270
N -0.05036 0.03343 -0.48691
C -0.09364 1.17907 0.20146
C 0.19588 -1.20195 0.10319
H -0.26757 -0.03066 -1.46520
H -0.11949 -1.91500 -0.62734
H -0.33496 2.04479 -0.42305

The gap between HOMO and LUMO comes out at 0.381 Eh.

Listed below, in e, are the Mulliken charges computed for each atom: O -0.50; O -0.47; N -0.09; C 0.05; C 0.09; H 0.24; H 0.33; H 0.36

iv.
A molecular structure, C2H3NO2, computed with wB97M-V/def2-TZVPD.

Positions of all 8 atoms, in Å:
O 0.50159 1.62645 -1.76772
O -0.78616 -1.36082 -0.13791
N 0.37889 0.43866 0.46338
C 0.06518 0.66217 -1.27300
C -0.20349 -0.69217 0.77707
H 0.82745 0.99190 1.18064
H -0.22510 -1.10895 1.79489
H -0.55836 -0.55723 -1.03735

The gap between HOMO and LUMO comes out at 0.373 Eh.

Listed below, in e, are the Mulliken charges computed for each atom: O -0.37; O -0.56; N -0.26; C 0.10; C 0.11; H 0.18; H 0.37; H 0.43

How far above the most stable structure does each one sit? In kJ/mol: i 298.9; ii 490.8; iii 0.0; iv 127.2.

i.
C2H3NO2 in the gas phase, computed with wB97M-V/def2-TZVPD.

Positions of all 8 atoms, in Å:
O -0.01166 -2.12791 1.02992
O -0.61054 0.11856 -1.32247
N 0.95465 0.17922 0.55353
C 0.07803 -1.01282 0.68067
C -0.49110 0.22751 0.06547
H -0.78381 1.02140 -1.76798
H 1.88203 0.51748 0.13035
H -1.01760 1.07656 0.63052

The gap between HOMO and LUMO comes out at 0.376 Eh.

Listed below, in e, are the Mulliken charges computed for each atom: O -0.44; O -0.53; N -0.43; C 0.32; C 0.16; H 0.34; H 0.27; H 0.29

ii.
2 unconnected molecules or ions with the total composition C2H3NO2, computed with wB97M-V/def2-TZVPD.

Positions of all 8 atoms, in Å:
O 1.18899 -0.28633 -2.41313
O -0.32954 -0.74411 1.38318
N -0.84855 -0.87137 0.14368
C -0.90882 0.41477 0.86185
C 1.18517 -0.41563 -1.23877
H 1.83719 -0.17309 -0.38058
H -1.88126 0.89152 1.28451
H -0.24317 1.18424 0.35925

The gap between HOMO and LUMO (alpha / beta) comes out at 0.303 / 0.357 Eh.

Listed below, in e, are the Mulliken charges computed for each atom: O -0.35; O -0.20; N -0.28; C 0.04; C 0.12; H 0.28; H 0.23; H 0.16

iii.
C2H3NO2 in the gas phase, computed with wB97M-V/def2-TZVPD.

Positions of all 8 atoms, in Å:
O 0.84800 -0.40153 1.70012
O -0.37971 -0.84716 -0.17453
N -0.15833 1.41855 -0.39312
C -0.05294 -0.95507 1.14889
C -0.00581 0.27330 -0.88264
H -0.73042 -1.68515 1.61019
H 0.34503 -0.01284 -1.88033
H 0.12781 2.14444 -1.04535

The gap between HOMO and LUMO comes out at 0.425 Eh.

Listed below, in e, are the Mulliken charges computed for each atom: O -0.42; O -0.30; N -0.55; C 0.16; C 0.17; H 0.34; H 0.36; H 0.26

How far above the most stable structure does each one sit? In kJ/mol: i 177.4; ii 538.3; iii 0.0.

i.
2 unconnected molecules or ions with the total composition C12H17N, computed with wB97M-V/def2-TZVPD.

Positions of all 30 atoms, in Å:
N -0.38526 1.90916 0.93394
C 1.76417 -1.97138 0.38040
C -2.26857 1.02539 1.90945
C 1.49635 2.15243 -0.78097
C 1.27347 1.08004 2.39316
C -0.92292 -0.67060 -2.19008
C -1.30214 1.10228 2.88166
C -1.70386 1.47936 0.58539
C 0.51040 -0.71895 -1.54571
C 0.00079 1.40597 2.21885
C 0.70066 2.16118 0.21189
C -2.38381 1.62791 -0.57355
C 0.44182 -1.50901 -0.20332
H -0.23736 -2.40425 -0.24912
H 2.18891 -2.68826 -0.33242
H 2.55426 -1.17677 0.62229
H -0.11902 -0.74633 0.52766
H -3.24812 0.88820 2.12543
H -0.98177 -0.00536 -3.10728
H -2.13555 2.07722 -1.46517
H 0.95315 -1.49088 -2.17706
H -1.37261 0.74645 3.83056
H -1.09577 -1.67520 -2.65810
H 2.05061 1.12788 1.65058
H 2.36649 2.35593 -1.32138
H 0.96157 0.04531 -1.33498
H 1.62145 -2.41573 1.27089
H 1.60874 0.80076 3.44752
H -3.36023 1.23570 -0.51367
H -1.54000 -0.19964 -1.44448

The gap between HOMO and LUMO comes out at 0.295 Eh.

Listed below, in e, are the Mulliken charges computed for each atom: N 0.15; C -1.46; C -0.79; C -0.74; C -0.99; C -0.97; C -0.83; C 0.78; C -0.27; C 0.69; C 0.17; C -1.30; C 0.20; H 0.40; H 0.39; H 0.18; H -0.16; H 0.56; H 0.28; H 0.44; H 0.40; H 0.53; H 0.37; H 0.33; H 0.42; H 0.08; H 0.48; H 0.21; H 0.33; H 0.08

ii.
2 unconnected molecules or ions with the total composition C12H17N, computed with wB97M-V/def2-TZVPD.

Positions of all 30 atoms, in Å:
N 0.23273 1.08110 1.89620
C -0.13777 2.80018 -1.45429
C 1.70132 -2.70644 0.04537
C -1.67329 -0.00557 1.36525
C 2.00284 -1.25498 -0.16454
C -1.21021 0.83869 0.20480
C -2.78586 -0.93889 1.29231
C -1.34550 2.16438 -1.83781
C 0.06415 1.40659 0.55045
C -0.68028 0.15905 2.33636
C -1.73140 1.11199 -1.09066
C 2.04463 -0.87098 -1.76381
C 0.52330 2.39251 -0.28582
H 3.03799 -1.19722 0.28286
H -2.39129 -1.98935 1.21526
H 1.21608 -0.65724 0.31847
H 3.07575 -1.02041 -2.15628
H -2.06589 2.66466 -2.50060
H 1.07983 1.27266 2.49558
H 0.14281 3.77346 -1.83753
H 1.40216 -1.72015 -2.14100
H -0.61399 -0.12741 3.37077
H 2.38377 -3.41048 -0.42940
H 1.48074 0.13286 -1.99901
H -3.41405 -0.75307 0.45299
H 1.32622 3.02220 0.09946
H 0.69821 -2.86786 -0.25067
H -3.25953 -0.97141 2.31099
H 1.64904 -2.90532 1.10825
H -2.75253 0.57644 -1.43397

The gap between HOMO and LUMO comes out at 0.316 Eh.

Listed below, in e, are the Mulliken charges computed for each atom: N -0.01; C -0.44; C -1.55; C 0.60; C 0.59; C 1.33; C -1.36; C -0.45; C -0.59; C -0.71; C -0.39; C -0.91; C -0.72; H 0.32; H 0.22; H -0.30; H 0.32; H 0.33; H 0.28; H 0.40; H 0.25; H 0.44; H 0.36; H 0.17; H 0.37; H 0.30; H 0.42; H 0.32; H 0.39; H 0.04

How far above the most stable structure does each one sit? In kJ/mol: i 489.8; ii 0.0.